1.
This record from the Open Molecules 2025 dataset describes a single C3H8N2O molecule in a non-equilibrium geometry. The level of theory is ωB97M-V/def2-TZVPD.

```
14
Properties=species:S:1:pos:R:3:nbo_charge:R:1
C 1.181 -1.250 -0.236 -0.359
C 0.884 1.006 -0.744 -0.114
C 0.906 -0.405 -1.181 -0.267
N -0.530 0.625 1.226 -0.348
N -1.932 0.012 1.135 -0.588
O -0.246 1.371 0.089 -0.450
H 1.373 -2.321 -0.465 0.182
H 1.185 -0.982 0.809 0.225
H 0.943 1.735 -1.570 0.188
H 1.815 1.227 -0.154 0.166
H 1.140 -0.526 -2.237 0.207
H -2.061 -0.482 1.926 0.394
H -1.945 -0.693 0.360 0.384
H -2.711 0.685 1.042 0.380
```

Calculated values
- F_max (eV/Å) = 5.593
- highest occupied orbital energy (eV) = -6.7
- energy relative to the best compared isomer or geometry (same formula, charge and spin) (kJ/mol) = 668.98
- frontier orbital gap (hartree) = 0.2701


2.
This record from the Open Molecules 2025 dataset describes a single C3H8N2O molecule in a non-equilibrium geometry. The level of theory is ωB97M-V/def2-TZVPD.

```
14
Properties=species:S:1:pos:R:3:nbo_charge:R:1
C -1.131 1.353 0.342 -0.398
N -0.476 0.187 -0.076 -0.426
C -1.106 -1.076 0.094 -0.406
C 0.887 0.159 -0.374 0.245
N 1.634 -0.858 -0.456 -0.265
O 2.958 -0.742 -0.904 -0.567
H -0.630 2.286 -0.052 0.211
H -2.164 1.497 0.110 0.207
H -1.126 1.464 1.456 0.172
H -0.522 -1.670 0.860 0.195
H -2.055 -0.896 0.424 0.196
H -1.020 -1.721 -0.769 0.213
H 1.297 1.184 -0.438 0.153
H 3.453 -1.169 -0.216 0.469
```

Calculated values
- F_max (eV/Å) = 3.584
- highest occupied orbital energy (eV) = -8.3
- energy relative to the best compared isomer or geometry (same formula, charge and spin) (kJ/mol) = 346.75
- frontier orbital gap (hartree) = 0.3389